Entry 1
The following is a quantum chemistry calculation of 2 unconnected molecules or ions with the total composition CH7NOS2, from the OMol25 dataset.

Results
Kohn-Sham gap, hartree: 0.353
SMILES: NCO.SS

Last column: Mulliken charge in e.
Cartesian coordinates (Å):
N1 0.50375 -0.33415 1.60005  -0.542
C1 1.31130 -1.49417 1.71632  -0.236
O1 2.61444 -1.45302 1.09311  -0.522
H1 0.30981 -0.09921 0.63218  0.222
H2 0.73818 0.54427 2.04121  0.224
H3 0.77478 -2.35204 1.30284  0.283
H4 1.42068 -1.67410 2.78527  0.292
H5 2.75767 -0.51327 1.25937  0.279
S1 -3.39725 1.10771 -3.48446  -0.186
S2 -1.44311 2.05771 -3.32332  -0.183
H6 -3.58484 0.92516 -2.15191  0.181
H7 -2.00539 3.28510 -3.47067  0.187

Entry 2
The following is a quantum chemistry calculation of 2 unconnected molecules or ions with the total composition CH7NOS2, from the OMol25 dataset.

Results
Kohn-Sham gap, hartree: 0.352
SMILES: NCO.SS

Last column: Mulliken charge in e.
Cartesian coordinates (Å):
N1 1.92274 -0.75736 -2.86420  -0.552
C1 2.69096 -0.41309 -1.62356  -0.244
O1 4.06718 -1.09139 -1.57304  -0.547
H1 1.33811 -1.62445 -2.71512  0.227
H2 1.31172 0.03435 -3.21709  0.238
H3 2.94403 0.64686 -1.70093  0.332
H4 2.15237 -0.61406 -0.70941  0.191
H5 4.29599 -0.61710 -2.48632  0.357
S1 -3.08547 1.02715 1.11472  -0.201
S2 -1.30316 0.11791 2.11180  -0.151
H6 -3.47869 -0.11598 0.40014  0.189
H7 -0.48778 0.48072 1.17935  0.160

Of them, the most stable is entry 1 and the least stable is entry 2.

Entry 1
The following is a quantum chemistry calculation of C5H11NO3 in the gas phase, from the OMol25 dataset.

Results
Kohn-Sham gap, hartree: 0.389
SMILES: CC(C)(CC(=O)O)ON

Last column: Mulliken charge in e.
Cartesian coordinates (Å):
C1 -0.46229 0.34619 -1.79633  -1.733
C2 -0.06430 0.08068 -0.34222  1.450
C3 0.81872 1.23986 0.13471  -1.603
C4 0.67078 -1.26768 -0.24301  -0.820
C5 1.34771 -1.50352 1.10423  0.481
O1 2.36665 -2.12732 1.19176  -0.593
O2 0.74840 -0.97963 2.17183  -0.542
O3 -1.17767 -0.26657 0.54638  -0.412
N1 -2.23885 0.55550 0.95194  -0.479
H1 0.43576 0.36480 -2.40641  0.419
H2 -0.96449 1.30666 -1.90052  0.435
H3 -1.11978 -0.43708 -2.16642  0.390
H4 0.31593 2.19626 -0.00317  0.480
H5 1.72517 1.24475 -0.46378  0.407
H6 1.10284 1.14338 1.17913  0.398
H7 -0.06811 -2.06021 -0.37530  0.391
H8 1.42370 -1.37311 -1.01910  0.369
H9 -0.14756 -0.66311 1.92616  0.469
H10 -1.88258 1.42134 1.35778  0.248
H11 -2.83002 0.77883 0.15236  0.246

Entry 2
The following is a quantum chemistry calculation of 2 unconnected molecules or ions with the total composition C5H11NO3, from the OMol25 dataset.

Results
Kohn-Sham gap, hartree: 0.367
SMILES: CCC(=O)NCC=O.O

Last column: Mulliken charge in e.
Cartesian coordinates (Å):
C1 -1.02559 -1.83706 -0.30131  -0.969
C2 -1.78923 -0.54912 -0.88411  -0.529
C3 -0.72923 0.43228 -1.45459  0.516
O1 -0.58492 0.67805 -2.63400  -0.645
N1 0.04428 1.06510 -0.50586  -0.105
C4 -0.09729 0.98541 0.94445  -0.251
C5 1.03039 1.64921 1.64986  -0.404
O2 1.32478 1.44924 2.80179  -0.466
H1 -0.03680 -1.66404 0.17145  0.234
H2 -0.90810 -2.52671 -1.14912  0.360
H3 -1.72092 -2.35662 0.32090  0.297
H4 -2.43094 -0.89318 -1.68123  0.309
H5 -2.17100 -0.11578 0.01249  0.304
H6 0.85958 1.44921 -1.00106  0.254
H7 -0.01814 -0.08688 1.31650  0.146
H8 -1.07370 1.44301 1.11821  0.438
H9 1.58205 2.40885 1.09918  0.479
O3 2.27836 -0.52572 -0.21766  -0.569
H10 2.90099 -1.21233 0.05495  0.302
H11 2.56542 0.20710 0.33914  0.298

Of them, the most stable is entry 2 and the least stable is entry 1.